101
Properties=species:S:1:pos:R:3 method="wB97M-V/def2-TZVPD" e_homo_ev="-10.5 / -10.5" e_above_lowest_kj_mol=0.2 gap_ha="0.2413 / 0.1870" energy_ha=-2852.19324 spin_multiplicity=5 total_charge=+1 s2=6.016
C 2.456 3.054 0.846
H -1.532 -5.860 0.995
C 4.737 -1.729 -0.682
C -4.250 -0.060 0.265
N 4.023 1.935 -4.164
N -1.331 0.574 -2.574
H -4.310 -2.187 -0.275
C 3.637 2.560 0.001
H 1.112 4.801 0.663
H 5.752 -1.383 -0.549
C 1.677 2.801 -3.509
H 2.867 -4.468 -1.296
H -3.872 0.658 -5.466
H -3.505 0.738 0.222
H 0.601 1.287 4.288
C 3.694 -0.818 -0.679
C 1.080 3.928 -4.170
H 3.620 2.847 2.712
C 1.627 1.021 4.048
H -3.114 -5.187 1.396
C 1.799 0.430 2.631
C -2.557 -0.552 -4.283
H 3.458 -0.564 1.604
H 3.570 -0.541 3.352
H 0.694 -4.891 -1.312
O -2.969 -5.347 -2.549
O -1.197 -0.567 0.216
C 0.238 -4.000 -1.726
C -1.553 -3.043 -2.975
C -3.695 -1.295 -0.433
C 1.852 4.250 0.090
C -1.319 2.838 0.500
H 0.209 3.605 3.526
H -1.351 4.126 2.914
C 0.999 -0.879 2.565
H 3.736 4.404 1.912
H 4.234 1.809 0.517
C 3.046 3.595 2.169
C -1.471 1.602 2.642
S -2.051 -1.861 0.026
H -1.630 2.601 -2.381
H -3.900 -0.486 2.379
H 0.109 4.588 2.063
H -0.050 -0.733 2.814
C -1.924 1.716 -2.929
H -2.256 3.340 0.765
Ru 0.367 0.217 -0.817
C -1.464 -3.839 1.786
C -2.849 1.795 -3.953
O -1.121 -6.403 -1.753
C 3.280 0.053 2.481
H 1.060 -1.358 1.583
H -2.499 -3.190 -3.480
H -0.768 3.497 -0.167
C 3.126 -3.441 -1.084
H -3.622 -1.142 -1.511
H 1.420 -1.586 3.286
H 1.400 3.963 -0.855
H 2.253 1.895 4.215
C -0.985 -4.150 -2.364
C 2.149 -2.458 -1.105
H -2.433 2.116 2.738
H -1.591 1.938 -0.061
H 1.939 0.259 4.769
N 0.992 2.265 -2.562
C -3.165 0.636 -4.647
H 3.323 2.174 -0.967
N 0.132 -1.646 -2.048
H -5.089 0.277 -0.349
N 2.422 -1.170 -0.851
H 3.948 0.911 2.444
C -2.131 -4.951 0.986
H -0.436 -3.676 1.444
H 3.882 0.232 -0.532
C 2.979 2.328 -3.892
C -2.235 -2.525 1.702
H -2.260 -4.689 -0.067
H 2.299 4.014 2.841
H 4.299 3.410 -0.187
C -4.724 -0.277 1.696
H 5.225 -3.815 -0.850
C -0.358 3.777 2.612
O 1.600 1.214 -1.993
H -1.094 1.461 3.653
Si 1.167 1.709 1.342
C 0.782 -2.737 -1.607
H -3.298 -2.663 1.898
C 4.442 -3.070 -0.855
H -2.770 -1.469 -4.813
H 2.662 4.949 -0.134
C -1.770 -5.486 -2.265
H -3.293 2.747 -4.204
H -5.434 -1.104 1.755
C -0.553 2.487 1.785
H -1.657 0.633 2.200
H -5.228 0.614 2.065
H -1.397 -4.110 2.842
C -0.988 -1.798 -2.772
H -1.850 -1.751 2.365
C -1.644 -0.549 -3.234
N 0.570 4.822 -4.678

=====

109
Properties=species:S:1:pos:R:3 method="wB97M-V/def2-TZVPD" e_homo_ev="-0.5 / -0.9" e_above_lowest_kj_mol=82.7 gap_ha="0.1567 / 0.1715" energy_ha=-4715.57438 spin_multiplicity=1 total_charge=-2
C -2.518 6.084 3.587
H -0.570 -4.539 -5.495
H 4.387 2.492 2.276
H -4.421 1.309 2.302
H -5.958 3.099 2.082
H -2.798 -3.387 -5.064
H -3.807 -3.356 2.473
H 6.134 1.619 -1.742
H -2.010 -4.125 -1.449
C -2.494 4.693 3.513
N -0.186 -1.667 0.409
H 0.414 -5.100 -4.137
C 0.127 0.331 -5.502
O -2.693 2.682 2.224
S -1.204 2.499 -2.751
C 5.066 -0.269 -1.912
H -2.427 2.351 3.755
C 5.397 -1.763 -1.776
H -1.727 5.479 -3.462
H 5.727 -1.993 -0.758
H 1.160 -5.448 2.528
H -5.439 0.448 1.369
C -0.698 -2.724 -3.412
C 0.928 -2.706 4.648
C -0.912 5.356 -2.755
C 0.180 -2.881 2.297
C 6.341 0.547 -1.706
C -0.521 -1.902 -4.536
H 6.816 0.320 -0.747
S -2.523 -0.818 -0.563
S -1.550 5.621 -1.081
H -3.377 -3.191 -3.406
S 0.574 0.898 1.908
H -0.529 1.188 -5.330
Na -2.002 1.873 0.528
H -5.090 2.755 0.770
H -0.856 -2.211 -5.518
C -1.545 -1.675 0.520
C 3.995 0.082 -0.874
C 4.231 0.887 0.249
N -5.402 1.200 2.046
H 5.198 1.339 0.422
N -2.937 4.730 1.171
N 0.654 -2.254 1.271
H -1.793 6.523 6.862
C 0.037 -0.628 -4.350
C -0.612 -4.972 -4.493
C -2.818 -3.850 -4.075
H -1.081 -5.959 -4.564
C -1.972 4.634 5.879
H 2.766 -2.068 2.706
H 2.635 2.844 2.304
H 3.581 -0.535 -3.470
C -2.228 3.960 4.681
C -2.077 -2.427 1.621
C 0.982 -4.932 3.475
C -1.214 -3.005 2.491
H -3.892 -1.588 2.363
H 4.310 1.065 -3.455
H 0.612 3.944 -2.221
C 3.387 2.052 2.305
N 2.840 -0.476 -1.099
H -3.352 -4.804 -4.152
H -0.514 -4.992 -1.768
B 0.577 -0.889 -0.638
C -2.730 3.977 2.216
C 2.611 -3.138 2.862
H 3.255 1.514 3.248
O -2.223 2.617 4.693
C 0.442 -0.241 -3.090
C 4.518 0.000 -3.318
H 1.140 0.726 -5.601
H 3.304 -3.493 3.631
C -2.824 4.365 -1.062
N -0.298 -2.397 -2.217
H 1.682 -5.323 4.220
C -0.193 4.029 -2.953
H 5.247 -0.318 -4.073
C -2.275 6.753 4.776
S 0.994 1.374 -2.749
H -0.166 -0.164 -6.431
C 3.184 1.141 1.132
H 2.837 -3.638 1.919
H -0.079 -2.902 5.025
H -2.723 6.625 2.672
H -0.193 6.166 -2.905
H 4.507 -2.359 -1.986
C 1.180 -3.420 3.311
S -3.268 3.604 -2.575
C -3.557 -2.494 1.852
N 0.302 -1.166 -2.034
H 7.056 0.311 -2.500
H -2.297 7.836 4.808
H -0.031 -5.173 3.807
N -3.315 3.991 0.053
H 1.038 -1.626 4.524
C -1.401 -4.076 -3.530
H 0.249 3.994 -3.951
C 1.926 0.579 0.903
C -1.997 6.016 5.925
C -1.502 -4.767 -2.172
H -2.066 -5.699 -2.284
H -4.094 -2.541 0.907
H -1.755 4.041 6.760
H 1.646 -3.051 5.398
N -5.837 2.397 1.363
H 6.192 -2.046 -2.474
N 1.809 -0.247 -0.225
H -1.603 -3.546 3.347

=====

105
Properties=species:S:1:pos:R:3 method="wB97M-V/def2-TZVPD" e_homo_ev=-7.5 e_above_lowest_kj_mol=114.7 gap_ha=0.2800 energy_ha=-3158.68300 spin_multiplicity=1 total_charge=0
H -1.295 -5.452 -4.552
C 0.653 3.586 1.988
C 0.376 2.233 6.492
N -1.683 -1.369 1.616
C 0.931 4.128 -0.417
O 0.622 -3.463 -2.558
H -2.597 -3.674 0.622
H 1.398 2.791 1.933
H 3.772 2.583 4.944
C 4.919 0.218 -1.809
C 2.072 1.753 4.832
Te -1.905 -1.393 -1.883
C -3.200 3.646 -3.142
H 4.125 -3.470 -2.136
N 2.642 -0.114 0.994
H 0.458 4.357 -1.376
H 6.001 0.065 -3.655
C 5.408 -0.456 -2.914
H 1.174 4.523 2.234
H -0.901 -2.731 2.967
Y 0.543 -1.156 0.278
C -0.088 0.723 4.703
H 2.463 -2.554 2.130
H -1.652 -3.757 -4.173
C -1.163 2.721 -4.017
C 1.653 2.407 5.991
C -3.626 1.157 0.536
H -1.552 -0.623 2.286
H -1.685 -4.968 -2.889
C 5.122 -1.802 -3.054
H 0.806 -4.171 -4.495
H -1.891 4.669 1.545
O 0.737 -0.846 2.605
C 4.154 -0.470 -0.875
C 1.443 -4.293 1.714
H -1.509 1.226 6.232
C -1.039 -1.045 -5.955
H -0.613 5.819 1.112
C -1.757 -2.664 2.295
H 0.077 2.758 7.392
O -0.021 0.868 0.110
H -1.902 -1.504 -5.469
H 1.055 -4.825 -0.316
H -0.014 3.361 2.827
H 5.106 1.276 -1.671
C -4.714 0.719 1.286
N 2.051 -3.017 1.331
H -0.545 0.112 -4.219
O 1.295 -1.214 -1.811
H -1.740 2.447 3.032
C -1.614 2.584 -1.630
H 0.035 -5.680 0.852
H 0.889 -4.144 2.642
C -0.101 3.755 0.661
C -2.569 1.967 2.522
C -1.712 -3.765 1.253
C -1.121 4.897 0.799
O 3.342 1.930 4.385
C 0.308 -4.452 -3.568
H -4.141 4.162 -3.295
H 2.791 -3.129 0.644
H 1.650 3.313 -0.579
H -5.553 0.239 0.794
C 3.637 0.266 0.298
C -2.821 3.254 -1.861
C -0.797 2.322 -2.737
H 2.175 -5.084 1.889
H -3.633 1.002 -0.540
N 2.443 0.639 2.130
H -1.755 -4.741 1.745
H -2.665 -2.778 2.892
H 0.764 -5.368 -3.200
H -0.510 2.518 -4.860
C -4.726 0.901 2.665
C 1.469 0.170 2.879
H -2.654 3.700 -5.219
H -3.479 3.477 -1.025
C -3.651 1.529 3.282
H -1.390 -0.202 -6.555
N -0.521 -3.673 0.391
C -0.508 1.379 5.848
C -2.524 1.785 1.134
C -2.369 3.383 -4.222
H 1.495 5.014 -0.097
C -0.054 -0.558 -4.921
H -0.572 -1.776 -6.618
H -0.827 -3.723 -0.571
H 5.484 -2.372 -3.900
P 0.249 -1.902 -2.660
H 4.157 1.174 0.595
C 4.365 -2.412 -2.065
C 0.490 -4.713 0.613
H -2.546 -1.166 1.132
H -1.627 5.104 -0.151
H -5.572 0.566 3.254
N 3.899 -1.777 -0.994
O 0.510 -1.690 -4.213
H -3.653 1.680 4.356
H 0.780 -0.030 -5.381
Si -0.980 2.163 0.099
C 1.184 0.900 4.157
H -0.759 0.046 4.192
H 0.147 1.802 -2.579
C -1.172 -4.664 -3.804
H 2.353 3.061 6.503

=====

108
Properties=species:S:1:pos:R:3 method="wB97M-V/def2-TZVPD" e_homo_ev="-1.1 / -1.1" e_above_lowest_kj_mol=144.2 gap_ha="0.1857 / 0.1761" energy_ha=-15309.37174 spin_multiplicity=2 total_charge=-2 s2=0.753
Sr -0.523 0.642 -0.304
H 4.189 -0.792 0.564
H 2.027 -1.215 -3.273
Br -0.815 -0.443 -5.641
Si -0.515 -3.835 -1.716
O 1.066 1.730 -1.333
C -2.108 -4.534 -0.915
H -1.997 -3.678 -3.742
N -1.043 4.224 2.224
Br -0.066 2.382 -7.200
N -2.824 -0.426 -0.540
H -1.946 0.242 4.044
C -0.693 -3.418 2.992
H -0.818 -2.389 3.327
H 4.806 -0.577 -1.078
C 0.412 6.071 2.779
C 0.430 0.989 4.757
H -3.309 3.242 -5.461
N -1.697 -0.094 2.025
C -3.611 -0.322 -1.536
H 4.004 -3.762 0.377
C 0.982 -5.415 1.550
H -1.970 -4.777 0.143
H -1.290 -2.114 -3.294
H 3.307 0.213 2.331
H 0.297 6.499 1.781
O -0.142 -0.259 -2.648
H -2.906 -3.791 -0.988
H -4.778 1.245 -5.682
H -2.441 -5.437 -1.433
H 3.349 0.292 -0.556
H 3.154 -2.815 2.262
O -0.262 2.497 1.017
C 2.292 -3.082 2.879
H -3.680 0.443 1.671
C -4.201 1.403 -4.779
C -2.641 2.735 -3.505
H -4.130 -1.785 0.445
C -0.028 0.993 -4.679
Si 2.791 -2.081 -1.079
C 2.769 0.927 4.278
C -2.385 3.698 2.098
C 0.124 0.494 3.483
H -2.375 -2.080 0.635
C 1.177 0.229 2.542
C 0.983 3.110 -3.247
H 1.820 -5.644 0.885
H 1.554 -5.086 -2.435
H 1.168 -5.902 2.511
H -1.723 5.974 3.080
H -0.536 -4.046 3.874
H 2.579 -3.912 3.529
C -3.078 -0.460 1.829
Br 1.033 4.957 -5.446
C 3.848 -3.640 -0.699
C -0.004 3.504 1.668
N 1.258 3.972 1.876
H 2.077 2.552 0.588
O -1.895 2.008 -1.393
C 0.725 3.281 -4.618
C -3.144 -1.302 0.553
H -1.628 -3.730 2.516
C -1.088 -3.183 -3.389
H -0.787 4.951 4.181
C -0.851 5.318 3.145
H 3.373 -4.553 -1.068
H 4.828 -3.555 -1.174
C 0.565 -5.377 -2.071
H 2.518 -2.899 -3.455
C 3.894 -0.653 -0.480
H 0.604 6.872 3.496
C 1.560 5.081 2.755
C 0.790 1.902 -2.578
H -4.488 -0.991 -1.612
H -0.390 1.201 5.439
H 3.795 1.081 4.598
H -3.077 4.510 1.864
C 2.505 0.440 3.023
O 0.975 -0.188 1.351
C -2.618 1.801 -2.423
H 2.066 -2.217 3.504
H 0.095 -6.000 -2.837
H -4.897 -0.369 -3.815
C 0.182 0.795 -3.310
H -0.320 -3.289 -4.159
Ge 0.543 -2.197 -0.223
C -3.481 0.659 -2.580
H -2.711 3.210 3.027
H 3.007 2.826 2.084
H 1.772 4.713 3.770
H 3.023 4.031 0.767
Si 0.788 -3.522 1.793
C -3.376 2.531 -4.644
H 2.466 5.562 2.380
C -1.262 0.213 3.175
C -4.254 0.505 -3.740
C 2.778 -1.951 -2.974
H 0.705 -5.984 -1.174
H -2.397 2.971 1.290
H -2.022 3.619 -3.400
C 2.412 3.300 1.299
H 1.929 1.619 6.153
C 1.725 1.224 5.165
H 3.749 -1.628 -3.357
C 0.243 2.209 -5.338
H 0.084 -5.864 1.117
H -3.498 -1.004 2.691
Br 1.524 4.573 -2.160